2 unconnected molecules or ions with the total composition C6H17N3OSi at a distorted geometry, computed with wB97M-V/def2-TZVPD.

Each line ends with the Mulliken charge.
Atoms and positions in Å:
C: -1.6193 0.8723 2.1462  -0.943
C: -1.7933 0.1595 0.8380  -0.254
Si: -0.5002 -0.5380 -0.1626  -0.269
O: 1.0602 -0.5445 0.1441  -0.002
C: 2.1157 0.0509 0.7774  -0.079
C: 2.4577 -0.7764 2.0420  -1.119
N: -0.6120 -1.1983 -1.8337  0.294
C: 0.1163 -0.5445 -2.9052  -1.010
C: -1.5332 -2.1846 -2.3050  -1.088
H: -2.4878 0.7233 2.8311  0.328
H: -0.6887 0.6880 2.6808  0.150
H: -1.2735 2.0582 1.8162  0.324
H: -2.8531 0.1206 0.5425  0.302
H: 3.0321 -0.0521 0.1156  0.306
H: 1.9967 1.1096 1.0591  0.191
H: 1.7276 -0.6646 2.7454  0.341
H: 2.4389 -1.8230 1.5624  0.239
H: 3.4682 -0.5517 2.3650  0.363
H: 1.0787 -0.2105 -2.5526  0.297
H: 0.4173 -1.2147 -3.7899  0.321
H: -0.2637 0.4100 -3.2590  0.321
H: -2.2091 -1.9053 -3.1438  0.346
H: -1.0510 -3.1976 -2.5952  0.305
H: -2.1137 -2.5337 -1.5450  0.407
H: 0.3706 3.1520 1.8645  0.293
N: -0.4490 3.2387 1.1140  -0.426
N: -0.0099 2.7391 -0.0163  -0.226
H: -0.8225 2.6173 -0.5363  0.287

## Properties
Frontier orbital gap (spin up / spin down), eV: 7.577 / 7.578
Electronic energy, eV: -20888.77214
2S+1: 1
Relative energy (zero: lowest compared OMol25 entry of this formula, charge and spin), kcal/mol: 49.2
SMILES string: C/C=[Si](\OCC)N(C)C.[H]/N=N/[H]
Strongest force on any atom, eV/A: 4.770